Model A:
C12H15N | ωB97M-V/def2-TZVPD

As for the net charge: 0. For the gap between HOMO and LUMO, the calculation gives 0.3314 Ha.

XYZ file:
```
28
C12H15N ωB97M-V/def2-TZVPD
C 0.74056 1.30859 -1.18620
C 1.68870 -0.02741 -1.12163
C 1.28391 -0.85558 0.05212
C 1.54600 0.13364 1.22756
C 0.84343 1.54660 1.22675
C -0.00561 1.41997 0.00931
C -0.90488 0.08006 0.16764
C -2.30059 -0.07020 0.08181
C -2.80417 -1.37158 0.35061
C -2.00708 -2.43168 0.36860
C -0.59352 -2.31768 0.32832
C -0.10573 -1.06483 0.16750
H 2.63816 2.38652 -1.56416
H 0.81758 3.22094 -2.60088
H 0.04434 1.15436 -1.95398
H 2.62648 0.30095 -1.01929
H 1.57628 -0.62454 -2.12144
H 1.66977 -1.81646 0.32548
H 2.72439 -0.06324 1.39468
H 0.93702 -0.73352 2.02440
H 1.66749 2.30390 0.81718
H 0.70383 2.08024 2.30376
H -0.60692 2.44643 0.30338
H -2.88756 0.85391 0.07755
H -3.81703 -1.73019 0.55242
H -2.52259 -3.38114 0.54573
H -0.03312 -3.17131 0.09349
N 1.45369 2.66768 -1.31610
```

=====

Model B:
C12H15N | ωB97M-V/def2-TZVPD

As for the net charge: 0. For the gap between HOMO and LUMO, the calculation gives 0.3127 Ha. Its structure (SMILES) is c1ccc2c(c1)CCN1CCC[C@H]21.

XYZ file:
```
28
C12H15N ωB97M-V/def2-TZVPD
C 3.39761 0.05698 0.30562
C 3.04184 -1.21527 -0.10384
C 1.57391 -1.54871 -0.40778
C 0.63050 -0.46206 -0.29925
C 1.05171 0.82128 0.05111
C 2.42994 1.23391 0.09401
C 0.16723 1.98119 0.39805
C -0.83122 1.92426 -0.84588
N -1.55722 0.69676 -0.74748
C -2.40488 0.19523 0.44565
C -1.97729 -0.94246 1.02842
C -1.48437 -1.74035 -0.16129
C -0.71200 -0.58517 -0.81415
H 4.29839 -0.09672 0.74278
H 3.88137 -1.89664 -0.25945
H 1.17598 -2.53014 -0.97116
H 2.72714 2.06095 0.70548
H -0.33483 1.95688 1.38343
H 0.83728 2.77364 0.41231
H -1.77565 2.71800 -1.07493
H -0.06281 1.53223 -1.78574
H -3.52466 -0.00285 -0.15500
H -2.35051 0.91735 1.24297
H -1.02812 -0.49873 1.62474
H -2.77161 -1.59665 1.70434
H -2.47837 -2.03682 -0.61002
H -1.20098 -2.86398 0.08594
H -0.71840 -0.85209 -1.98888
```

=====

Which of them is least stable? Easy: model A.

=====

Model A:
C3H4F3N | ωB97M-V/def2-TZVPD

As for the net charge: 0. For the gap between HOMO and LUMO, the calculation gives 0.4043 Ha.

XYZ file:
```
11
C3H4F3N ωB97M-V/def2-TZVPD
C 1.01949 -0.77097 -0.15183
C -0.86738 0.59707 0.21045
C 2.21771 -2.25648 0.31636
N 0.09497 -0.41537 0.55703
F 1.39902 -0.37711 -1.37661
F 2.79695 -1.95311 1.47591
F 1.46498 -3.34175 0.45699
H -1.73572 0.44669 0.84658
H -1.15622 0.54598 -0.84245
H -0.44528 1.58228 0.40435
H 2.93759 -2.34564 -0.49744
```

=====

Model B:
C3H4F3N | ωB97M-V/def2-TZVPD

As for the net charge: 0. For the gap between HOMO and LUMO, the calculation gives 0.4208 Ha. Its structure (SMILES) is C/N=C(\F)C(F)F.

XYZ file:
```
11
C3H4F3N ωB97M-V/def2-TZVPD
C -1.76721 0.14555 0.44966
N -0.42175 0.35095 0.55325
C 0.30867 -0.30545 -0.27142
F -0.08091 -1.29702 -1.10071
C 1.85375 0.02859 -0.25603
F 2.00002 1.21479 -0.77360
F 2.42989 -0.01113 1.01582
H -2.21492 -0.37710 1.31534
H -2.16346 -0.22743 -0.62537
H -2.27132 1.15490 0.66784
H 2.32724 -0.67664 -0.97477
```

=====

Which of them is least stable? Easy: model A.

=====

Model A:
H41O21 | ωB97M-V/def2-TZVPD

As for the net charge: -1. For the gap between HOMO and LUMO, the calculation gives 0.3286 Ha.

XYZ file:
```
62
H41O21 ωB97M-V/def2-TZVPD
O 1.27744 2.43120 3.25730
H 0.83452 1.95863 3.80458
H 0.53034 2.80709 2.65512
O 0.43069 -0.86101 -1.17481
H 0.12218 -1.23966 -0.21320
H 1.24398 -0.28734 -0.99091
O -3.39972 -1.99226 -1.21097
H -2.80597 -1.36744 -1.56680
H -2.85304 -2.75199 -1.07604
O -3.25211 3.24617 -2.41290
H -3.74265 2.37354 -2.49400
H -2.82057 3.11613 -3.22031
O 2.16650 1.62744 -3.04128
H 2.46734 1.44610 -2.10579
H 1.90215 2.51169 -3.08328
O 3.88022 -1.11822 -0.42784
H 4.59863 -0.73320 -0.77424
H 3.25540 -0.49431 -0.17299
O -1.12812 -0.61235 -3.37602
H -0.92454 -1.39879 -3.91474
H -0.88838 -0.81054 -2.42861
O -0.81540 -3.47389 -1.40641
H 0.07649 -3.94696 -1.42219
H -0.55642 -2.60499 -1.73121
O 3.29461 0.40715 1.60973
H 2.50969 -0.05766 1.86661
H 4.06940 0.19764 2.27293
O -0.96077 1.81373 3.99205
H -1.67118 1.68255 4.66528
H -1.23042 1.64907 3.13103
O -2.15124 -3.00608 2.50944
H -0.72588 0.69231 1.08285
H -1.25267 -2.80832 2.06334
O -3.68796 0.04684 3.78849
H -2.86187 -0.55005 3.64946
H -4.35825 -0.46568 3.12659
O 1.40535 -4.00384 -2.94461
H 1.29363 -3.25546 -3.53432
H 2.18629 -3.70963 -2.52618
O -3.80122 -0.93190 1.47245
H -3.63816 -1.88009 1.45654
H -2.94314 -0.57811 0.91226
O 3.69286 3.64143 -1.27391
H 3.33656 3.53562 -0.38344
H 2.84274 3.73839 -1.81821
O -0.82843 1.56967 1.07042
H -1.56974 1.88574 0.58524
O 2.86282 -1.92962 -2.91431
H 3.48052 -1.94000 -2.15031
H 2.35842 -1.09651 -2.52968
O 0.99497 -0.46144 2.21499
H 0.31934 0.16375 2.46038
H 0.50842 -1.21403 1.66892
O -1.41184 3.50980 -0.87296
H -0.76666 3.94690 -1.26034
H -2.40799 3.32479 -1.18084
O 1.80076 2.07478 0.31359
H 1.14592 1.80405 0.80702
H 2.59100 2.51705 0.69176
O -0.46708 -2.02091 0.94932
H -0.24741 -2.93746 0.91624
H -2.62651 -2.87615 1.78759
```

=====

Model B:
H41O21 | ωB97M-V/def2-TZVPD

As for the net charge: -1. For the gap between HOMO and LUMO, the calculation gives 0.2901 Ha.

XYZ file:
```
62
H41O21 ωB97M-V/def2-TZVPD
O 3.26184 -0.07019 -0.30893
H 3.66977 0.05608 0.56867
H 3.23038 0.85277 -0.61421
O 4.25401 2.40198 -1.63780
H 1.37375 -0.72189 3.46494
H 3.57080 2.70990 -1.04466
O -0.98487 -1.27197 2.74926
H -0.52131 -0.84140 1.38407
H -1.00733 -2.04887 3.30317
O -2.81492 0.32244 3.28406
H -1.86468 -0.41593 3.21055
H -0.56076 1.46869 -3.81557
O -0.87292 1.75026 -0.47815
H -1.70174 1.27849 -0.57832
H -0.13209 1.18864 0.04964
O 2.07310 -2.26776 0.15656
H 2.79638 -1.60861 0.05022
H 1.27511 -1.85361 0.52547
O -0.40581 -0.65879 0.37150
H 1.89542 3.56813 1.46808
H 4.09983 2.80100 -2.50216
O 2.46460 3.07539 2.08255
H -2.99711 -0.20880 4.07735
H 2.45905 3.79954 2.78723
O 3.64762 -0.56083 -3.24222
H 3.41930 -1.18936 -2.53494
H 3.36909 0.17269 -2.68669
O -1.33052 1.63741 -4.39713
H -1.37726 -0.53268 0.42307
H -1.84113 1.54853 -3.51920
O -3.36798 -1.05141 1.18111
H -1.29376 4.96432 1.34001
H -3.10218 -0.41301 1.95078
O -3.62923 -3.04611 -1.86661
H -2.81424 -3.49373 -2.21946
H -3.79234 -2.35311 -2.53970
O -3.73657 0.84892 -1.74103
H -3.86204 0.46195 -2.62712
H -3.53738 0.04908 -1.23320
O 4.19003 1.64454 1.46345
H 3.27169 1.39874 1.48503
H 4.23499 2.46588 1.94801
O -1.25003 -4.14580 -0.25863
H -2.12765 -3.70640 -0.14585
H -0.50172 -3.67203 -0.60475
O -0.59828 4.75647 1.99162
H 0.05848 4.57679 1.29931
O 2.46102 -3.63028 2.56105
H 3.02540 -3.13849 1.96400
H 1.74868 -3.97760 2.00956
O -2.44407 -0.44836 -4.29672
H -2.40723 0.40789 -4.84803
H -1.80259 -1.02646 -4.73910
O -3.25586 2.96438 1.23977
H -2.27839 2.75153 1.27363
H -3.38419 2.40128 0.46521
O 0.68629 -2.89646 -2.46233
H 1.48955 -3.39575 -2.73904
H 0.98638 -2.59404 -1.58535
O 1.62657 0.05013 3.99067
H 0.90251 0.62391 3.70348
H -3.94348 -1.75803 1.44383
```

=====

Which of them is least stable? Easy: model A.

=====

Model A:
C4H9N2O2 | ωB97M-V/def2-TZVPD

As for the net charge: -1. For the gap between HOMO and LUMO, the calculation gives 0.2783 Ha.

XYZ file:
```
17
C4H9N2O2 ωB97M-V/def2-TZVPD
O 0.33725 2.36271 1.66660
C 1.17113 1.91318 0.83822
O 2.24743 2.41104 0.46978
C 0.72992 0.51880 0.24968
C -0.79863 0.44176 0.12000
C -1.29569 -1.00780 0.19129
N -0.42493 -2.03586 -0.60172
N 1.34483 0.32618 -1.08871
H 1.02348 -0.31247 0.90924
H -1.26233 1.14667 0.80915
H -0.98632 0.96830 -0.82772
H -2.39184 -0.97299 0.15096
H -1.06938 -1.36685 1.19459
H -1.04841 -2.83891 -0.72401
H -1.08473 -1.33839 -1.10957
H 1.17296 -0.63330 -1.37192
H 2.33528 0.41793 -0.87586
```

=====

Model B:
C4H9N2O2 | ωB97M-V/def2-TZVPD

As for the net charge: -1. For the gap between HOMO and LUMO, the calculation gives 0.2552 Ha. Its structure (SMILES) is NC(=O)NCCC[O-].

XYZ file:
```
17
C4H9N2O2 ωB97M-V/def2-TZVPD
N 2.12491 0.62564 -0.44133
C 1.27242 1.22063 -1.31582
O 1.67611 1.87912 -2.27663
N -0.04847 1.13232 -0.95159
C -0.59785 -0.17191 -0.61650
C -1.40453 -0.17209 0.69564
C -0.80733 -1.32689 1.55595
O 0.48467 -1.05941 1.81578
H 3.08895 0.65397 -0.71139
H 1.71693 0.08401 0.31943
H -0.66109 1.75958 -1.44383
H 0.19932 -0.90594 -0.51112
H -1.28804 -0.47412 -1.39023
H -0.90246 0.59744 1.26957
H -2.48161 -0.16969 0.52689
H -1.41072 -1.39433 2.49370
H -0.96120 -2.27833 0.98147
```

=====

Model C:
C4H9N2O2 | ωB97M-V/def2-TZVPD

As for the net charge: -1. For the gap between HOMO and LUMO, the calculation gives 0.1685 Ha.

XYZ file:
```
17
C4H9N2O2 ωB97M-V/def2-TZVPD
C -0.59628 -0.85502 -0.40870
N -0.92504 -0.32611 0.86642
C -2.16854 0.52392 0.81530
O -3.25783 -0.14482 0.49482
C 0.36375 0.03877 -1.27525
N 1.32540 0.82186 -0.86150
C 2.29016 0.18865 0.37260
O 1.97036 0.40037 1.55794
H -0.16226 -1.85509 -0.29509
H -1.51984 -0.87902 -0.98588
H -0.19161 0.12551 1.39563
H -1.98061 1.37643 0.08380
H -2.16072 1.00702 1.82562
H 0.00881 0.28117 -2.26961
H 1.46044 -0.47058 -1.40176
H 3.20828 0.67939 -0.00736
H 2.33554 -0.91245 0.09302
```

=====

Which of them is least stable? Easy: model C.

=====

Model A:
C4H9N2O2 | ωB97M-V/def2-TZVPD

As for the net charge: -1. For the gap between HOMO and LUMO, the calculation gives 0.2351 Ha. Its structure (SMILES) is NC(=O)[C@@H](N)CC[O-].

XYZ file:
```
17
C4H9N2O2 ωB97M-V/def2-TZVPD
N 2.18995 0.76828 -0.21921
C 1.68008 -0.49155 -0.67945
O 2.35694 -1.28472 -1.29248
C 0.23996 -0.64256 -0.22940
N 0.43023 -0.75761 1.25107
C -0.71577 0.50735 -0.68327
C -2.12850 0.27397 0.02125
O -2.05810 0.11573 1.29704
H 3.14190 0.88316 -0.03002
H 1.54644 1.29932 0.28102
H -0.17746 -1.61686 -0.65562
H -0.15761 -1.44065 1.61683
H 0.24933 0.15359 1.78719
H -0.81191 0.38650 -1.65086
H -0.30290 1.46613 -0.24987
H -2.68380 -0.72120 -0.36111
H -2.79879 1.10112 -0.20308
```

=====

Model B:
C4H9N2O2 | ωB97M-V/def2-TZVPD

As for the net charge: -1. For the gap between HOMO and LUMO, the calculation gives 0.2493 Ha. Its structure (SMILES) is O=CNCCNC[O-].

XYZ file:
```
17
C4H9N2O2 ωB97M-V/def2-TZVPD
O 0.10477 2.11198 3.12787
C 0.27090 0.93757 2.77463
N 0.10609 0.57773 1.49820
C 0.41381 -0.76866 1.00591
C 0.51712 -0.69539 -0.54892
N -0.18766 0.42277 -1.12349
C -1.05598 0.03833 -2.43887
O -0.27066 -0.19667 -3.43410
H 0.59333 0.23177 3.55680
H -0.35734 1.12308 0.76156
H 1.40537 -1.06739 1.36504
H -0.34785 -1.46285 1.36869
H 0.13651 -1.64056 -0.97027
H 1.58797 -0.68095 -0.74555
H 0.49293 1.02722 -1.56938
H -1.74394 0.90014 -2.58310
H -1.66539 -0.85810 -2.04501
```

=====

Model C:
C4H9N2O2 | ωB97M-V/def2-TZVPD

As for the net charge: -1. For the gap between HOMO and LUMO, the calculation gives 0.2349 Ha. Its structure (SMILES) is NC(=O)C[C@H](N)C[O-].

XYZ file:
```
17
C4H9N2O2 ωB97M-V/def2-TZVPD
N 1.10619 1.96505 -0.77621
C -0.01440 1.96808 -0.00012
O -0.75052 2.94693 0.04967
C -0.44818 0.65187 0.62946
C 0.18079 -0.68438 0.23255
N 0.41348 -0.70975 -1.21450
C -0.58411 -1.93004 0.79429
O 0.16464 -3.01378 0.89828
H 1.13898 2.67636 -1.47918
H 1.64801 1.13216 -0.64012
H -0.37368 0.75493 1.71184
H -1.50532 0.60164 0.44903
H 1.17972 -0.78141 0.67429
H -0.45432 -0.46256 -1.67376
H 0.74823 -1.55810 -1.53648
H -0.98401 -1.52511 1.77607
H -1.46550 -2.03189 0.10489
```

=====

Which of them is least stable? Easy: model A.

=====

Model A:
C4H6O4 | ωB97M-V/def2-TZVPD

As for the net charge: 0. For the gap between HOMO and LUMO, the calculation gives 0.3494 Ha. Its structure (SMILES) is O=C(O)CO.C=C=O.

XYZ file:
```
14
C4H6O4 ωB97M-V/def2-TZVPD
O -0.85907 0.96088 -1.31209
C -0.61051 0.34935 -0.26976
O -1.55792 0.29211 0.73390
C -0.06434 -1.22827 -0.52399
O -1.11799 -1.90486 -1.17104
H -2.38479 0.60801 0.32480
H 0.15151 -1.74853 0.41170
H 0.80624 -1.18792 -1.18892
H -1.34658 -1.34860 -1.93942
C 0.92510 1.39767 0.88558
C 1.78407 0.35736 0.96376
O 2.64464 -0.40974 1.08374
H 1.18449 2.17956 0.17963
H 0.44515 1.68298 1.82211
```

=====

Model B:
C4H6O4 | ωB97M-V/def2-TZVPD

As for the net charge: 0. For the gap between HOMO and LUMO, the calculation gives 0.3608 Ha. Its structure (SMILES) is O=C(CO)C(=O)CO.

XYZ file:
```
14
C4H6O4 ωB97M-V/def2-TZVPD
O -0.22295 1.96336 -1.12222
C -0.29099 1.02427 -0.31064
C -1.56416 0.26097 0.03548
O -1.48501 -0.95985 0.64812
C 1.01862 0.55221 0.45511
O 1.37456 0.98811 1.49836
C 1.73807 -0.48223 -0.28165
O 0.82617 -1.12913 -1.15086
H -2.36724 0.15658 -0.90814
H -2.17387 0.94199 0.76212
H -1.51092 -0.79843 1.56979
H 2.40064 0.01390 -1.05918
H 2.24584 -1.14611 0.45560
H 0.01123 -1.38565 -0.59191
```

=====

Which of them is least stable? Easy: model A.